[1]
Here is a cluster of 2 separate species, H2S3 in total at a distorted geometry from the Open Molecules 2025 dataset. Energies are from the ωB97M-V functional and the def2-TZVPD basis.

Output
LUMO (spin up / spin down)	-2.089 / -2.041	eV
2S+1	1
energy relative to the best compared isomer or geometry (same formula, charge and spin)	44.07	kcal/mol

Structure (XYZ):
```
5
H2S3 (the ωB97M-V functional and the def2-TZVPD basis)
S -0.380 -0.525 1.052
S -0.539 2.239 0.359
S 0.595 -1.592 -0.252
H 0.599 2.189 -0.193
H -0.275 -2.311 -0.966
```

=====

[2]
Here is a cluster of 14 separate species, H30N2O15S in total at a distorted geometry from the Open Molecules 2025 dataset. Energies are from the ωB97M-V functional and the def2-TZVPD basis.

Output
LUMO	-1.818	eV
2S+1	1
energy relative to the best compared isomer or geometry (same formula, charge and spin)	0.00	kcal/mol

Structure (XYZ):
```
48
H30N2O15S (the ωB97M-V functional and the def2-TZVPD basis)
H 11.652 -12.463 -16.561
H 8.015 -17.313 -18.933
O 8.457 -10.519 -15.349
O 4.970 -15.814 -17.325
O 6.645 -12.326 -18.260
H 8.789 -16.320 -15.289
H 6.062 -16.309 -12.728
H 7.255 -12.613 -17.580
H 8.867 -17.864 -15.838
H 9.642 -11.024 -18.066
O 7.503 -14.320 -14.627
H 5.820 -15.491 -17.025
H 5.783 -12.389 -17.850
H 8.648 -11.358 -15.768
H 10.744 -15.509 -16.796
H 9.861 -15.475 -12.341
H 5.023 -15.171 -12.415
O 9.372 -10.870 -18.972
H 7.844 -14.713 -19.127
H 9.275 -17.388 -14.249
S 8.151 -14.315 -15.976
H 7.815 -16.540 -17.646
H 7.696 -17.350 -14.713
O 11.412 -13.920 -14.761
O 11.491 -15.995 -17.144
O 9.021 -15.590 -12.785
H 6.383 -14.769 -13.403
H 5.353 -11.631 -14.797
O 8.348 -17.232 -18.039
H 11.682 -14.581 -14.124
H 10.605 -14.268 -15.141
N 5.999 -15.305 -12.638
H 8.370 -10.729 -14.420
H 8.898 -14.779 -13.279
H 6.542 -15.075 -11.818
H 10.142 -12.370 -16.514
H 9.266 -15.194 -19.321
O 8.587 -14.655 -19.727
H 4.700 -15.190 -17.998
O 9.424 -15.006 -15.821
O 10.918 -11.915 -16.839
H 11.104 -16.769 -17.554
N 8.651 -17.289 -15.037
O 8.520 -12.903 -16.359
H 8.552 -11.355 -19.063
O 5.360 -12.431 -14.271
O 7.331 -14.992 -16.990
H 6.194 -12.850 -14.483
```

=====

[3]
Here is a structure of composition H30N6O33Zn2 at a distorted geometry from the Open Molecules 2025 dataset. Energies are from the ωB97M-V functional and the def2-TZVPD basis.

Output
LUMO	-1.055	eV
2S+1	1
net charge	-2

Structure (XYZ):
```
71
H30N6O33Zn2 (the ωB97M-V functional and the def2-TZVPD basis)
H 3.578 0.781 -2.536
O -0.711 -0.508 -3.140
H -1.966 -1.210 5.225
H 0.152 2.005 -4.439
O -1.649 3.671 0.007
O 4.050 -0.840 -0.324
H -0.093 3.737 -2.667
O 4.028 2.110 2.084
O 1.804 -1.886 2.431
O 1.871 4.815 -1.477
O -0.491 2.089 0.634
O 2.166 -0.319 3.841
H 2.573 -1.642 -2.851
Zn -0.526 -0.055 0.547
O 0.855 0.014 2.142
H 0.797 -0.269 -1.681
Zn 1.780 -3.961 2.098
H -1.281 -2.553 5.087
N -2.977 0.182 2.802
H -2.871 0.384 -0.464
O -1.104 -1.613 5.119
O -2.020 0.052 -0.750
H 4.803 2.710 -1.224
O -1.885 -2.151 -3.400
O -0.988 3.397 -2.647
H 0.385 0.529 -4.195
O -1.985 2.680 4.905
N -1.267 2.950 0.900
H -1.228 3.408 -1.721
O -2.331 -4.490 -1.523
O -0.630 -2.159 0.593
O 2.001 -2.303 -2.461
H -2.095 1.828 4.483
H 2.917 -4.435 -0.350
O -3.073 0.301 4.006
O 1.040 -0.011 -0.791
H -1.890 2.476 5.835
N -1.001 -3.119 1.219
N 3.451 3.068 1.682
O 3.289 4.069 2.333
H -4.227 -3.108 0.841
H -4.652 2.242 0.390
H -2.272 -4.089 -0.656
O -1.956 0.091 2.125
H -4.683 1.080 -0.579
O -4.030 0.301 2.176
O 0.801 1.311 -4.556
H 1.968 0.212 -0.851
O 2.996 3.133 0.608
H 2.442 5.398 -0.977
O -5.010 -3.140 0.290
O -1.483 -0.828 -5.000
O 2.191 -3.914 -0.008
O -2.203 -3.427 1.302
H 1.615 -2.758 -3.209
O -0.254 -3.763 1.885
H -1.637 -5.149 -1.530
H 1.749 -3.577 -0.788
H 4.814 -1.007 -0.875
H 2.366 0.750 -3.443
N 1.578 -0.760 2.833
H 1.769 4.044 -0.918
O -1.616 3.253 2.021
N -1.344 -1.178 -3.893
O -4.215 1.891 -0.385
H 3.750 -1.710 -0.060
H -2.048 0.109 -1.705
O 2.993 0.180 -2.996
H -5.642 -2.578 0.739
H 4.017 1.497 -0.774
O 4.744 1.761 -1.337
```

=====

[4]
Here is a cluster of 14 separate species, H30NO13 in total at a distorted geometry from the Open Molecules 2025 dataset. Energies are from the ωB97M-V functional and the def2-TZVPD basis.

Output
LUMO	-3.310	eV
2S+1	1
net charge	+1
energy relative to the best compared isomer or geometry (same formula, charge and spin)	191.47	kcal/mol

Structure (XYZ):
```
44
H30NO13 (the ωB97M-V functional and the def2-TZVPD basis)
O 9.894 -9.757 31.998
H 8.530 -8.993 28.750
H 6.382 -11.392 30.773
H 9.316 -10.107 32.764
H 6.213 -7.568 29.615
O 6.444 -6.598 29.692
H 10.416 -10.525 31.763
H 5.095 -8.523 26.803
H 10.500 -12.375 26.872
H 6.703 -11.454 26.635
H 8.970 -7.023 31.066
H 5.864 -8.680 30.538
H 11.213 -8.001 26.801
O 6.342 -13.095 27.502
H 6.386 -10.195 25.977
H 9.358 -10.635 29.037
O 10.749 -12.963 28.747
H 8.256 -6.233 30.162
H 6.325 -12.851 28.364
O 6.432 -12.129 30.170
O 10.036 -12.118 26.146
H 9.083 -10.093 27.514
O 8.964 -6.885 30.094
H 12.848 -10.449 29.177
N 8.738 -10.050 28.452
H 6.422 -7.773 27.020
H 5.755 -6.352 30.239
H 8.953 -6.780 26.874
H 5.063 -9.380 29.250
H 11.089 -9.448 26.197
H 10.750 -13.868 28.916
H 11.486 -12.752 28.992
O 12.042 -9.935 29.296
O 8.084 -7.006 27.252
H 9.306 -12.451 25.927
O 5.929 -8.969 29.650
O 6.825 -11.097 25.761
H 5.512 -13.099 27.119
H 11.959 -9.404 28.492
O 6.060 -8.691 26.483
O 11.176 -8.990 27.032
H 8.070 -10.729 28.498
H 6.838 -12.663 30.808
H 8.245 -6.537 28.208
```

=====

[5]
Here is a cluster of 14 separate species, H30NO13 in total at a distorted geometry from the Open Molecules 2025 dataset. Energies are from the ωB97M-V functional and the def2-TZVPD basis.

Output
LUMO	-2.974	eV
2S+1	1
net charge	+1
energy relative to the best compared isomer or geometry (same formula, charge and spin)	146.11	kcal/mol

Structure (XYZ):
```
44
H30NO13 (the ωB97M-V functional and the def2-TZVPD basis)
H 1.941 0.941 -2.749
H 0.057 1.030 0.915
H -0.904 -2.930 -1.882
H 0.184 -0.535 0.709
H -3.131 -1.987 0.413
O -3.544 -1.750 -0.333
H -3.185 -2.216 -0.983
O 0.532 -3.419 1.187
H -3.335 1.826 2.021
H -0.743 0.224 -4.150
H -3.078 2.228 -1.525
O 2.696 -2.057 -0.298
O -1.867 -2.015 1.812
H -0.649 -0.673 -2.880
H 2.100 -0.705 3.410
H -1.921 -1.796 2.706
O -2.715 1.369 -1.476
H -3.009 0.771 -2.161
H 1.299 -3.879 1.476
H 2.485 1.828 -1.442
H 3.461 -2.576 -0.581
H 1.027 3.903 1.633
O -0.543 3.351 -1.262
H 0.242 -3.646 0.352
H 0.515 0.439 -0.454
H -2.769 2.277 0.845
O 2.080 0.115 2.731
H 2.669 1.872 0.829
O -0.148 -0.079 -3.425
H -1.071 0.095 0.194
H -0.965 -2.575 1.824
H 2.178 3.134 2.376
O 1.711 1.671 -2.092
O 3.120 1.293 0.209
H 0.225 2.935 -1.568
O -0.345 -2.366 -1.337
H -1.187 2.509 -1.247
H 2.947 0.297 0.539
H 0.367 -2.379 -1.928
H 2.114 0.864 3.293
H 2.253 -2.453 0.334
O -2.408 1.939 1.742
O 1.440 2.896 1.855
N -0.124 0.228 0.368
```

=====

[6]
Here is a structure of composition H30O15 at a distorted geometry from the Open Molecules 2025 dataset. Energies are from the ωB97M-V functional and the def2-TZVPD basis.

Output
LUMO	-0.621	eV
2S+1	1
energy relative to the best compared isomer or geometry (same formula, charge and spin)	241.38	kcal/mol

Structure (XYZ):
```
45
H30O15 (the ωB97M-V functional and the def2-TZVPD basis)
H -3.937 1.451 0.637
O 0.131 -1.542 1.818
O 2.295 -0.393 0.535
O 1.742 0.867 -5.266
H -1.894 0.478 -2.123
H -0.538 0.158 -0.368
H -1.643 2.614 3.656
H -2.491 -1.202 1.664
H -0.119 -0.137 2.768
O -2.660 -0.518 1.068
H 2.262 -0.955 -0.313
H 0.822 -1.586 2.480
H -2.570 -2.851 -0.248
H 2.664 -0.946 1.219
H 0.754 -0.487 -0.884
H -4.835 1.319 1.979
H -0.355 1.041 3.589
H 1.803 -4.802 -1.633
H -2.807 -1.055 0.263
H -1.751 3.880 0.386
H -0.405 2.560 2.717
H 3.505 -1.628 -3.724
H 0.480 -2.201 1.146
H -2.859 -3.293 1.173
H 3.666 0.923 0.881
O 0.401 0.129 -0.170
H 1.688 -4.188 -0.318
O -4.743 1.000 1.105
O 3.969 1.757 0.432
O -2.676 4.156 0.385
H -3.042 3.908 -0.427
H 3.797 -2.794 -2.903
O 1.250 -4.231 -1.205
H -0.264 0.676 -2.221
H 1.281 1.450 0.359
H 1.467 0.452 -4.417
H 1.149 1.551 -5.298
H 4.921 1.761 0.498
O 0.820 1.733 -0.497
O -0.863 3.067 3.447
H 0.498 2.607 -0.384
O -1.173 0.877 -2.645
O -2.269 -3.389 0.502
O -0.467 0.135 3.668
O 2.998 -2.351 -3.334
```

=====

[7]
Here is a cluster of 15 separate species, H30O15 in total at a distorted geometry from the Open Molecules 2025 dataset. Energies are from the ωB97M-V functional and the def2-TZVPD basis.

Output
LUMO	-0.423	eV
2S+1	1
energy relative to the best compared isomer or geometry (same formula, charge and spin)	114.65	kcal/mol

Structure (XYZ):
```
45
H30O15 (the ωB97M-V functional and the def2-TZVPD basis)
H -1.697 -1.246 -3.671
H -2.589 3.457 0.060
H 4.253 1.854 1.665
H 2.422 -0.543 1.557
H -3.390 0.749 -0.116
H 3.325 1.387 0.585
O -5.010 -0.660 0.776
O -1.383 -2.817 -0.905
H -2.428 -0.120 -2.935
O -1.983 -1.179 4.193
H -1.029 1.260 -2.104
O -1.472 2.092 -2.062
H 0.082 2.985 2.709
H 0.345 1.416 2.881
H -0.415 0.329 0.580
O 0.606 2.155 2.379
O 4.280 1.744 0.691
O 0.934 -1.526 -2.448
H -3.176 2.293 0.853
H 4.584 -1.766 -0.229
H 1.222 -0.903 -3.131
H 2.824 3.860 1.065
H -1.959 -0.448 3.506
H -1.781 -2.617 -0.121
H -0.859 2.755 -2.156
H 3.460 -0.700 0.501
H 3.770 -1.856 -1.436
O 3.158 4.363 0.371
H -2.306 -1.975 3.772
H 0.204 0.803 -0.752
O -2.608 3.070 0.957
O 3.318 -0.783 1.463
H 3.776 3.709 -0.044
O -0.069 0.081 -0.296
O 4.588 -1.505 -1.145
O -2.459 -1.094 -3.134
H 0.781 -3.875 -1.261
O 0.709 -4.593 -0.615
H -4.761 -0.442 -0.073
H -5.997 -0.533 0.850
H 1.635 -1.793 -1.939
H 1.569 -4.759 -0.267
H -2.003 1.259 -0.600
H -1.388 -3.802 -0.902
O -2.418 0.558 -0.081
```

=====

[8]
Here is a cluster of 16 separate species, H31O16 in total at a distorted geometry from the Open Molecules 2025 dataset. Energies are from the ωB97M-V functional and the def2-TZVPD basis.

Output
LUMO	2.441	eV
2S+1	1
net charge	-1
energy relative to the best compared isomer or geometry (same formula, charge and spin)	85.58	kcal/mol

Structure (XYZ):
```
47
H31O16 (the ωB97M-V functional and the def2-TZVPD basis)
H 2.165 -2.364 3.050
H 0.343 3.778 0.120
O -3.250 3.320 0.801
H -4.293 -3.939 1.340
H 3.620 -2.906 2.765
H 2.185 0.267 -4.074
H 1.557 -0.970 -0.218
O 3.817 0.665 0.852
H 0.295 -2.155 1.037
H -1.579 -1.895 1.828
H 0.434 2.252 -0.540
H -1.110 -0.608 1.630
O -1.118 -2.006 1.001
O 1.005 -0.574 -0.915
O 0.085 4.701 0.262
H -0.845 -4.852 1.141
O -2.284 0.472 -0.865
O -2.466 4.787 -1.759
H 0.269 -2.969 -1.507
H -2.137 -0.428 -0.461
O 2.938 3.446 -2.720
H 4.294 -0.199 0.905
H -2.569 3.826 -1.600
H 1.502 -3.161 1.357
H -0.881 4.664 0.394
H -1.484 4.773 -1.980
H 2.002 1.758 -3.703
O 3.002 -2.773 3.471
H -1.423 1.006 -0.808
O 2.670 1.001 -3.700
O 0.104 -3.471 -2.311
H 2.916 0.370 0.778
H 3.543 3.307 -1.947
O -0.994 0.448 1.715
O -3.724 -3.332 1.783
H -2.825 -3.347 1.463
H 0.064 -0.551 -0.809
H -3.850 2.710 0.344
H -2.328 3.112 0.855
O -0.630 -4.487 2.002
H -0.210 1.367 0.621
H -0.955 -3.570 1.825
O 1.353 -2.253 1.042
O -0.408 1.963 -0.211
H -0.459 -4.217 -2.006
H 3.199 2.539 -3.165
H -1.538 0.495 0.916
```

=====

- What is the formula in the eighth record?
  H31O16